ORCA calculation (ωB97M-V/def2-TZVPD) on C50H111Cl12F6HgO24P5 as an isolated structure at a distorted geometry.

The geometry in XYZ format:
```
209
Properties=species:S:1:pos:R:3:forces:R:3
Hg 1.854 1.236 -0.868 -0.2716 -0.2585 -0.1944
C 2.297 4.079 -1.251 -0.9241 0.1352 -0.1592
O 1.593 3.536 -2.346 -0.6597 0.2499 -0.3792
O 2.673 3.070 -0.400 -0.0863 0.2239 0.2622
C 3.527 4.769 -1.810 0.4258 0.3332 -1.0055
F 4.434 4.014 -2.428 -0.2044 -1.0871 -0.6181
F 3.158 5.711 -2.706 -0.3117 0.1535 -0.0932
F 4.234 5.371 -0.888 0.3370 1.0646 1.7549
C 0.287 4.082 -2.771 2.3785 0.4460 0.1907
C 0.270 4.258 -4.257 -0.0425 -0.1887 -0.4619
H 0.621 3.421 -4.853 -0.0305 -0.5313 0.3204
H -0.788 4.372 -4.469 -0.1545 0.4667 -0.6187
H 0.882 5.091 -4.622 -0.4214 0.1335 0.3731
H 0.117 5.055 -2.329 0.1855 0.3267 0.3835
H -0.448 3.453 -2.353 -0.9364 -0.9229 0.0964
H 1.707 4.951 -0.803 0.4415 -1.2843 -0.1523
C -0.376 -0.651 -0.808 -1.8853 -0.9806 0.2356
O -0.510 -0.385 0.544 2.8378 0.3400 1.6753
O 0.811 -0.483 -1.393 1.5270 0.7874 0.6394
C -0.811 -2.117 -0.997 -0.5286 -0.7452 0.4282
F -1.055 -2.404 -2.280 0.4645 -0.0269 -0.2733
F 0.057 -3.017 -0.494 0.2172 0.3725 -0.3639
F -1.977 -2.366 -0.351 -0.0330 0.3655 0.0468
C -1.585 0.122 1.314 -0.6723 -1.0378 -0.2684
C -1.203 1.266 2.281 -1.4617 -0.6932 -2.3816
H -0.427 0.945 2.941 0.3328 0.0298 0.6802
H -0.999 2.175 1.724 0.6094 0.0417 -0.0412
H -2.183 1.450 2.697 0.0074 0.1654 1.1199
H -1.936 -0.753 1.892 0.2014 0.4244 0.0765
H -2.456 0.303 0.669 0.2574 0.7319 -0.0816
H -1.145 -0.075 -1.238 -1.3761 0.9197 -1.3225
C 7.000 2.767 -0.616 -1.2262 1.2028 -0.4699
C 5.842 1.824 -0.719 -0.2638 -1.6150 1.5895
O 5.974 0.901 0.467 -0.2027 0.1724 -0.4703
P 4.935 -0.227 0.768 3.2180 -1.7814 0.4518
O 3.540 0.003 1.009 -3.0487 1.1980 -0.1316
O 5.184 -1.328 -0.355 -0.5500 0.1713 -0.2230
C 4.200 -2.407 -0.547 1.5885 -0.8973 0.0661
C 4.902 -3.515 -1.376 0.5039 1.8347 0.5083
O 5.531 -0.811 2.133 -1.9297 0.2404 -0.5937
C 6.823 -0.732 2.637 1.9836 -1.4591 -1.4727
C 7.276 -2.173 2.904 0.9863 0.1859 0.4526
H 6.920 3.435 0.243 -0.1635 -0.2009 0.0670
H 7.952 2.317 -0.599 1.0293 -0.9887 0.0847
H 6.991 3.411 -1.490 -0.0594 0.2062 -0.2328
H 4.851 2.212 -0.549 -0.1079 0.9825 -0.3657
H 5.764 1.142 -1.559 0.4859 0.2572 -0.4812
H 3.941 -2.783 0.438 -0.2068 -0.0170 0.1398
H 3.312 -2.108 -1.085 -0.1732 0.6915 0.0567
H 5.105 -3.041 -2.350 -0.5459 -0.7582 -0.1007
H 5.914 -3.729 -1.006 -0.4234 -0.1203 0.3768
H 4.273 -4.395 -1.326 0.0122 -0.2079 -0.6134
H 7.490 -0.405 1.828 -0.0704 0.7762 0.5500
H 6.818 -0.108 3.517 0.2608 0.2509 0.1882
H 6.581 -2.552 3.642 0.2440 -0.6001 0.3466
H 7.238 -2.801 2.009 -0.3873 0.3202 -0.0622
H 8.362 -2.249 3.211 -1.2853 0.3014 0.1801
C 0.951 -6.829 -0.547 1.1160 -3.0603 0.9448
C -0.015 -6.765 -1.637 -1.7584 -0.6263 -0.6601
O -1.115 -5.982 -1.112 -0.9364 -0.0051 -0.2299
P -2.451 -6.706 -0.538 1.3320 0.2880 0.1248
O -2.286 -8.103 -0.153 0.1024 -0.3280 -0.4408
O -2.806 -5.770 0.684 -0.2811 0.3222 -0.0875
C -1.932 -5.768 1.811 0.2350 1.4752 1.4674
C -2.699 -5.377 3.108 -1.7855 -0.0944 -1.7486
O -3.558 -6.432 -1.604 -0.5189 -1.0693 0.0485
C -3.933 -5.129 -1.981 -0.7287 1.3946 -1.6576
C -3.282 -4.666 -3.301 -0.4048 0.0396 0.3639
H 1.269 -5.857 -0.321 0.7148 1.3490 0.5976
H 0.562 -7.362 0.347 -0.2189 0.7078 -0.4437
H 1.787 -7.505 -0.810 0.0608 0.6695 -0.1787
H 0.410 -6.275 -2.523 -0.4033 0.1065 0.2182
H -0.445 -7.744 -1.937 0.6024 0.4083 0.1434
H -1.488 -6.721 2.000 0.2086 -0.8864 -0.3814
H -1.096 -5.047 1.671 -0.6259 -0.3222 -0.3123
H -2.156 -4.659 3.683 0.3398 0.2805 0.5128
H -3.710 -4.940 2.843 1.2099 -0.1158 0.0937
H -2.981 -6.253 3.678 0.3312 -0.1910 0.3150
H -5.015 -5.012 -2.202 0.5357 -0.8607 0.8391
H -3.698 -4.480 -1.173 0.1858 0.7509 0.5886
H -2.329 -5.214 -3.431 -0.2645 0.9063 -0.1242
H -3.970 -4.889 -4.128 0.3734 -0.2409 0.0713
H -3.256 -3.549 -3.265 0.6456 -0.8962 -0.1092
C -2.150 8.324 -0.867 -1.2288 1.2906 0.8810
C -2.538 6.905 -0.580 -1.5852 -0.9710 -0.1938
O -1.344 6.168 -0.237 -0.3445 0.3652 0.1525
P -1.350 4.740 0.466 -1.8490 -1.0477 -1.5092
O -1.613 3.603 -0.450 -0.2003 0.5203 0.3945
O 0.043 4.653 1.062 2.6181 1.2428 1.3836
C 0.613 5.753 1.911 0.9375 -0.8794 -0.2335
C 2.124 5.964 1.576 -0.5406 -0.0981 2.1256
O -2.320 4.830 1.693 -0.3449 0.2696 0.6130
C -3.611 4.129 1.801 1.3702 0.3456 0.3338
C -4.683 5.116 2.072 -0.0725 0.0877 0.9810
H -1.517 8.510 -1.704 0.0228 -0.1485 -1.1058
H -3.027 9.064 -0.803 1.0893 -1.3069 -0.5276
H -1.530 8.626 -0.050 0.4201 0.2283 0.8348
H -3.275 6.922 0.270 0.9166 -0.2222 -0.4742
H -3.082 6.352 -1.407 0.7676 0.7310 0.6262
H 0.016 6.649 1.831 -0.1263 0.2767 -0.5400
H 0.471 5.439 2.944 0.2080 -0.3414 -0.0582
H 2.625 6.366 2.503 -0.5007 -0.6816 -0.6911
H 2.629 5.049 1.276 -0.1783 -0.1316 0.2505
H 2.350 6.712 0.864 -0.2985 0.7415 -1.1682
H -3.698 3.673 0.856 -0.5464 -1.1021 -1.0089
H -3.529 3.384 2.632 0.0263 0.6701 -0.8917
H -5.522 4.514 2.344 -1.0364 -0.2655 0.0098
H -4.423 5.631 2.993 0.0166 0.4356 -0.0075
H -4.973 5.819 1.294 0.2839 -0.1530 -0.1434
C 7.472 -1.762 -4.619 -1.0283 -2.8662 -0.7777
C 6.143 -1.308 -5.146 -0.8933 0.8313 1.0431
O 5.382 -0.745 -4.033 -0.1563 -0.5126 0.3011
P 4.030 0.094 -4.102 1.0012 -2.1041 -1.2489
O 3.606 0.461 -2.773 -0.7495 0.5053 1.8954
O 4.427 1.255 -5.033 -0.6713 0.7504 -1.4649
C 5.218 2.396 -4.727 1.6310 -0.6978 0.4777
C 6.560 2.350 -5.437 -0.2218 -0.8897 -0.2748
O 3.011 -0.803 -4.947 0.9023 0.6619 0.2302
C 1.660 -0.998 -4.441 0.4898 -0.1442 0.7656
C 0.857 0.263 -4.567 -1.8918 -0.0148 -0.0080
H 7.321 -2.650 -3.937 0.0862 0.9602 -0.5061
H 7.938 -2.215 -5.534 0.4646 0.7592 0.9569
H 7.995 -1.018 -4.069 0.7047 0.6885 -0.0454
H 6.233 -0.522 -5.872 0.2518 0.4152 -0.5224
H 5.554 -2.098 -5.592 -0.0332 -0.3699 -0.0145
H 4.731 3.245 -5.106 -1.1485 1.0720 -0.1138
H 5.395 2.479 -3.649 -0.3654 -0.0378 -0.2643
H 7.018 3.324 -5.341 0.3125 0.2010 0.0448
H 7.205 1.574 -5.015 0.0700 0.1923 0.0151
H 6.431 2.121 -6.504 -0.0246 0.1787 0.2507
H 1.226 -1.808 -5.032 0.2085 0.1947 -0.0606
H 1.759 -1.348 -3.392 -0.3568 0.3312 -0.5997
H 1.077 1.064 -3.864 0.3217 -0.2529 0.4045
H 0.949 0.743 -5.550 -0.0975 -0.4961 -0.0510
H -0.224 -0.044 -4.394 1.1136 0.5376 -0.3037
C -6.925 -0.350 -4.626 0.6261 0.8092 1.0067
C -7.722 -1.286 -3.747 -0.9409 -0.2676 0.1937
O -6.894 -2.379 -3.221 0.0294 0.2063 0.4416
P -7.313 -3.108 -1.838 0.4681 0.8689 -0.9869
O -8.534 -2.496 -1.320 -0.3091 -0.1130 0.7809
O -7.360 -4.600 -2.305 0.3990 -0.3492 -0.2097
C -7.920 -5.677 -1.542 -0.6211 -0.3575 0.4914
C -9.337 -5.940 -2.040 -1.0239 -0.1452 2.2837
O -6.042 -3.126 -0.864 -0.5376 0.0088 -0.4654
C -5.729 -1.923 -0.086 -0.6195 -1.0701 -1.2463
C -5.117 -2.304 1.201 0.0397 0.6170 2.2810
H -6.428 -0.815 -5.495 -0.3255 0.1199 0.4086
H -7.644 0.459 -4.961 1.0074 -0.7905 0.3078
H -6.137 0.076 -3.917 -0.8483 -0.1685 -1.3626
H -8.130 -0.688 -2.905 0.2328 -0.5772 -0.3991
H -8.598 -1.707 -4.295 0.6592 -0.0220 0.4268
H -7.278 -6.569 -1.671 -0.1369 0.6215 -0.0055
H -7.970 -5.439 -0.447 0.2418 -0.0132 -0.9603
H -9.851 -6.541 -1.205 0.7356 -0.0028 -1.6044
H -9.933 -5.032 -1.930 0.2962 0.3434 -0.4166
H -9.451 -6.323 -3.053 0.1754 -0.2508 0.2795
H -5.079 -1.351 -0.716 0.5875 0.4915 -0.2327
H -6.671 -1.415 -0.006 -0.3484 0.5922 0.5429
H -5.827 -2.755 1.924 0.0894 -0.0095 -0.6604
H -4.248 -2.971 1.162 -0.0945 0.3347 -0.3667
H -4.855 -1.346 1.729 0.1924 -0.7545 -0.4779
Cl 0.761 0.179 7.850 0.4923 -0.0154 -0.0172
C 1.655 -1.180 6.989 -1.1682 1.2204 -0.4566
C 2.280 -2.152 7.965 -0.7534 -0.0980 -1.3580
Cl 3.838 -1.650 8.571 0.7063 0.1617 -0.0384
H 2.342 -0.689 6.252 -0.4701 -0.6369 1.0184
H 0.776 -1.597 6.445 1.0496 -0.3245 0.2737
H 2.322 -3.055 7.338 0.5154 -0.1153 0.7273
H 1.671 -2.283 8.840 -0.4837 -0.2656 0.0706
Cl 4.498 4.030 3.586 -0.0880 0.0126 -0.0011
C 3.835 2.531 2.859 1.4756 -1.2197 0.6129
C 2.606 2.050 3.545 -1.5552 -1.2216 -1.5472
Cl 2.860 1.601 5.228 -0.1091 0.3040 0.3070
H 4.614 1.718 3.053 -0.7962 1.2651 -0.8209
H 3.626 2.748 1.810 0.1916 -0.2717 0.0638
H 2.221 1.121 3.023 0.8827 0.7553 0.4259
H 1.768 2.721 3.369 -0.0073 0.5007 0.7662
Cl -2.746 3.356 5.052 0.5209 0.1276 0.5005
C -1.202 3.124 5.930 1.4795 -0.0912 -0.1730
C -0.721 4.270 6.835 -1.7655 -0.1096 -1.0074
Cl -0.258 5.769 5.875 -0.4168 -0.9223 0.6863
H -0.386 2.881 5.222 -0.6777 0.1946 -0.0230
H -1.286 2.243 6.567 -0.3176 0.0410 0.0171
H 0.171 3.907 7.322 0.1231 0.1798 0.3723
H -1.595 4.462 7.508 1.1878 0.4876 -0.2557
Cl -4.802 -0.019 4.581 0.0050 0.2000 -0.4644
C -3.133 -0.596 4.759 0.6728 1.3172 1.5342
C -3.042 -1.458 5.999 1.6495 1.7362 0.8030
Cl -3.938 -2.902 5.753 -0.5441 -1.2939 0.2107
H -2.456 0.293 4.910 -0.7781 -0.7836 -0.3500
H -2.799 -1.175 3.929 -0.0703 -0.1945 -0.8901
H -3.387 -0.885 6.907 0.1777 -0.7639 -0.9164
H -1.942 -1.661 6.131 -1.0574 -0.1814 0.0333
Cl 2.453 -3.427 4.496 0.2025 -0.4448 -0.0468
C 2.220 -1.871 3.585 1.2573 0.2146 3.2367
C 1.249 -2.041 2.561 -1.2006 -0.3159 -3.3396
Cl -0.328 -2.526 3.211 -0.3786 -0.1232 0.1392
H 3.222 -1.655 3.254 0.1060 0.5671 -0.3685
H 1.895 -1.259 4.433 0.2070 0.5431 -0.7496
H 1.641 -2.849 1.931 -0.5672 -0.0878 -0.1033
H 1.029 -1.213 1.837 0.5470 -0.3524 1.0572
Cl -4.831 2.571 -2.479 0.2269 0.1183 -0.0489
C -3.412 2.885 -3.535 0.2198 -0.3287 1.3248
C -2.497 1.713 -3.604 0.6747 -0.8599 -0.2797
Cl -3.200 0.254 -4.487 0.3322 0.8600 0.8347
H -2.835 3.709 -3.115 -0.1692 0.0546 0.2034
H -3.787 3.159 -4.472 -0.5803 0.3655 -1.4307
H -2.126 1.454 -2.598 -0.4652 -0.3084 -0.4278
H -1.612 1.959 -4.198 -0.1605 0.1295 0.0187
```
Positions in Å, forces in eV/Å.

Summary:
HOMO energy: -9.82 eV
net charge: 0
multiplicity: 1
Kohn-Sham gap: 10.1 eV
strongest force on any atom: 3.71 eV/Å